Record 1
ORCA calculation (the ωB97M-V functional and the def2-TZVPD basis) on a cluster of 5 separate species, C13H25O15 in total at a distorted geometry.

Computed properties:
E_LUMO in eV: 1.98
Total charge: -1
E_HOMO in eV: -3.3233
Energy above the lowest of the compared OMol25 structures with the same formula, charge and spin in kJ/mol: 39.97
E in eV: -44598.379

Atoms and positions in Å:
O 1.39 1.09 -2.52
C 2.02 1.12 -3.66
O 1.63 0.44 -4.65
O 3.01 1.87 -3.79
H 0.59 0.62 -2.79
C -3.50 -3.71 -6.61
O -3.85 -5.02 -6.13
C -5.15 -5.37 -5.94
O -6.08 -4.61 -6.01
O -5.15 -6.62 -5.36
C -6.37 -7.27 -5.00
H -2.44 -3.54 -6.83
H -3.82 -2.97 -5.88
H -4.13 -3.48 -7.47
H -7.08 -7.52 -5.79
H -6.81 -6.71 -4.17
H -6.14 -8.21 -4.52
C 2.00 -0.87 3.22
O 2.62 0.02 4.23
C 1.94 1.11 4.55
O 0.77 1.35 4.25
O 2.72 1.83 5.32
C 2.18 2.93 5.91
H 2.70 -1.60 2.82
H 1.67 -0.40 2.30
H 1.16 -1.41 3.65
H 1.48 2.56 6.66
H 1.65 3.51 5.16
H 2.97 3.53 6.36
C -3.59 2.28 0.11
O -4.53 1.25 0.29
C -4.55 0.22 -0.59
O -3.70 -0.04 -1.42
O -5.70 -0.32 -0.41
C -5.95 -1.68 -0.83
H -3.66 2.62 -0.92
H -2.60 1.85 0.25
H -3.73 3.10 0.82
H -6.59 -2.19 -0.10
H -5.06 -2.27 -1.06
H -6.64 -1.57 -1.66
C 6.28 2.67 1.23
O 6.69 2.74 2.54
C 6.95 3.87 3.12
O 6.90 5.03 2.68
O 7.49 3.46 4.30
C 7.87 4.44 5.24
H 6.97 2.21 0.52
H 5.84 3.57 0.82
H 5.43 1.99 1.10
H 7.03 5.07 5.54
H 8.72 5.05 4.95
H 8.14 3.98 6.19

Löwdin population analysis, charges in e, atoms 1 to 6: number 1, O, carries 0.06; number 2, C, carries -0.95; number 3, O, carries -0.12; number 4, O, carries -0.09; number 5, H, carries 0.09; number 6, C, carries -0.04

---

Record 2
ORCA calculation (the ωB97M-V functional and the def2-TZVPD basis) on a structure of composition C13H26BrF5GaN2O3PS2 at a distorted geometry.

Computed properties:
E_LUMO in eV: -0.88
E_HOMO in eV: -7.4196
E in eV: -189992.334

Atoms and positions in Å:
O 1.32 2.42 -1.01
P 0.21 1.47 -1.75
O 0.65 0.04 -1.00
S 0.60 1.33 -3.63
Ga -1.99 2.21 -1.09
C -1.74 3.66 0.28
C -2.42 4.99 -0.07
C -3.46 5.38 0.94
Br -2.66 6.33 2.45
C -3.12 0.65 -0.45
C -3.15 0.34 1.06
C -1.83 -0.27 1.52
C -1.37 -0.02 2.92
F -1.99 -0.85 3.78
F -1.58 1.23 3.35
C 0.15 -0.27 3.10
F 0.87 0.65 2.48
F 0.51 -1.46 2.60
F 0.52 -0.26 4.37
N -2.96 2.90 -2.66
C -3.18 2.12 -3.56
S -3.50 1.06 -4.70
H 1.15 3.30 -1.35
H 1.06 0.34 -0.18
H -2.16 3.28 1.20
H -0.69 3.79 0.46
H -1.66 5.75 -0.04
H -2.87 4.98 -1.05
H -3.94 4.53 1.38
H -4.20 6.04 0.54
H -2.88 -0.28 -0.95
H -4.12 0.91 -0.74
H -3.90 -0.42 1.19
H -3.48 1.17 1.66
H -1.94 -1.34 1.47
H -1.07 -0.01 0.82
C 3.81 -2.20 -1.40
C 3.32 -2.78 -0.08
C 3.87 -4.17 0.24
O 3.25 -5.15 -0.57
C 3.97 -5.55 -1.74
N 1.83 -2.95 -0.13
H 3.39 -2.73 -2.26
H 3.54 -1.15 -1.50
H 4.90 -2.27 -1.45
H 3.54 -2.09 0.74
H 3.62 -4.43 1.28
H 4.95 -4.19 0.15
H 5.04 -5.42 -1.61
H 3.63 -4.98 -2.62
H 3.75 -6.60 -1.91
H 1.36 -2.12 -0.55
H 1.43 -3.12 0.79
H 1.64 -3.78 -0.70

Löwdin population analysis, charges in e, atoms 1 to 6: number 1, O, carries -0.30; number 2, P, carries 0.12; number 3, O, carries -0.34; number 4, S, carries 0.19; number 5, Ga, carries 0.38; number 6, C, carries -0.25

---

Record 3
ORCA calculation (the ωB97M-V functional and the def2-TZVPD basis) on a cluster of 13 separate species, C13H26Cl26 in total at a distorted geometry.

Computed properties:
E_LUMO in eV: 0.24
E_HOMO in eV: -10.8275
Energy above the lowest of the compared OMol25 structures with the same formula, charge and spin in kJ/mol: 45.51
E in eV: -339485.786

Atoms and positions in Å:
C -10.64 -3.66 19.99
Cl -9.70 -2.18 19.74
Cl -10.59 -4.34 21.57
H -11.67 -3.35 19.76
H -10.45 -4.41 19.20
C -3.11 5.11 17.75
Cl -2.38 6.39 16.67
Cl -4.78 4.73 17.48
H -2.54 4.20 17.59
H -2.92 5.43 18.81
C -1.33 -1.63 17.17
Cl -0.77 -1.72 15.50
Cl -0.74 -0.21 18.03
H -2.41 -1.56 17.04
H -1.00 -2.54 17.63
C -8.70 4.28 20.24
Cl -9.59 2.73 20.09
Cl -9.73 5.57 19.71
H -8.31 4.39 21.25
H -7.84 4.30 19.53
C -6.06 -2.60 22.40
Cl -7.44 -1.77 23.02
Cl -4.96 -3.10 23.77
H -6.42 -3.40 21.79
H -5.38 -1.95 21.75
C -2.65 3.49 14.03
Cl -2.00 2.51 15.36
Cl -4.01 2.89 13.21
H -2.92 4.46 14.47
H -1.86 3.59 13.28
C -9.31 2.38 16.43
Cl -7.60 2.64 16.74
Cl -9.85 0.78 16.96
H -9.88 3.05 17.07
H -9.52 2.55 15.37
C -8.88 1.61 23.42
Cl -9.77 2.51 24.65
Cl -7.29 2.45 23.05
H -8.64 0.64 23.80
H -9.44 1.58 22.54
C -6.61 -4.96 19.13
Cl -6.39 -5.98 20.56
Cl -6.45 -5.84 17.59
H -7.60 -4.57 19.12
H -5.79 -4.18 19.08
C -4.13 -1.56 14.44
Cl -3.82 -3.08 15.36
Cl -5.36 -1.68 13.16
H -4.58 -0.90 15.20
H -3.23 -1.18 14.01
C -2.31 -2.36 20.73
Cl -3.70 -2.97 19.84
Cl -2.75 -0.88 21.51
H -2.06 -3.09 21.46
H -1.58 -2.18 19.98
C -1.54 2.81 20.11
Cl -0.52 4.29 20.10
Cl -3.13 3.09 20.95
H -1.68 2.42 19.12
H -1.05 2.08 20.80
C -5.89 -0.21 18.64
Cl -4.41 0.32 17.87
Cl -6.08 0.43 20.33
H -6.70 0.10 17.93
H -5.91 -1.31 18.69

Löwdin population analysis, charges in e, atoms 1 to 6: number 1, C, carries -1.09; number 2, Cl, carries 0.50; number 3, Cl, carries 0.56; number 4, H, carries 0.03; number 5, H, carries 0.04; number 6, C, carries -1.06

---

Record 4
ORCA calculation (the ωB97M-V functional and the def2-TZVPD basis) on a structure of composition C13H26Cl2FeNO4P2 at a distorted geometry.

Computed properties:
E_LUMO (spin up / spin down) in eV: 0.04 / -0.81
Multiplicity: 6
E_HOMO (spin up / spin down) in eV: -4.4649 / -6.5620
Energy above the lowest of the compared OMol25 structures with the same formula, charge and spin in kJ/mol: 284.73
E in eV: -101586.608
⟨S²⟩: 8.790

Atoms and positions in Å:
C -0.84 1.11 -3.70
C -1.10 0.81 -2.34
N -0.21 1.39 -1.47
C 0.90 2.09 -1.81
C 0.98 2.57 -3.10
C 0.14 2.04 -4.05
C -2.16 0.10 -1.76
P -2.02 -0.64 -0.11
Fe 0.08 0.05 1.01
P 2.07 1.18 0.65
C 1.79 2.55 -0.65
O -0.55 -3.83 -3.70
O 1.59 -4.55 0.26
H -1.45 0.65 -4.49
H 1.64 3.41 -3.30
H 0.23 2.38 -5.08
C -3.25 0.46 0.61
C -2.55 -2.34 0.34
H 2.76 2.94 -1.03
H 1.29 3.39 -0.14
H -1.39 -3.36 -3.69
H -2.97 -0.27 -2.43
C 2.10 2.02 2.31
C 3.69 0.49 0.26
H 0.01 -0.32 -0.54
H 0.69 -4.28 0.49
H 1.70 -4.13 -0.62
H 0.16 -3.22 -4.02
H -0.34 1.25 -0.41
H 0.89 -0.38 -0.26
H -4.21 0.03 0.30
H -3.21 0.61 1.70
H -3.13 1.42 0.09
H -3.48 -2.61 -0.19
H -1.78 -3.09 0.10
H -2.76 -2.45 1.41
H 4.53 1.18 0.14
H 3.97 -0.22 1.03
H 3.61 -0.09 -0.65
H 3.01 2.59 2.57
H 1.24 2.70 2.45
H 1.98 1.24 3.08
Cl -0.90 -2.58 4.98
C -0.48 -0.85 5.00
Cl 1.23 -0.45 5.38
C -0.78 -0.31 3.56
O -1.71 0.47 3.35
O 0.07 -0.77 2.70
H -1.09 -0.35 5.75

Löwdin population analysis, charges in e, atoms 1 to 6: number 1, C, carries -0.08; number 2, C, carries -0.39; number 3, N, carries -0.03; number 4, C, carries -0.36; number 5, C, carries -0.10; number 6, C, carries -0.14

---

Record 5
ORCA calculation (the ωB97M-V functional and the def2-TZVPD basis) on a structure of composition C13H26FN2O3W at a distorted geometry.

Computed properties:
E_LUMO in eV: -11.82
Total charge: +3
E_HOMO in eV: -19.7366
E in eV: -27539.022

Atoms and positions in Å:
W -0.79 -0.72 -0.38
C -0.25 4.03 -0.02
N 0.76 3.16 -0.65
C 1.88 3.88 -1.31
C 0.67 1.87 -0.66
O -0.31 1.25 -0.10
C 1.69 0.98 -1.32
O 1.35 -0.38 -0.96
C 2.27 -1.08 -0.06
C 1.57 -1.28 1.27
O 0.34 -0.88 1.28
N 2.15 -1.84 2.27
C 1.44 -2.08 3.55
C 3.55 -2.31 2.23
H 0.24 4.62 0.75
H -0.65 4.70 -0.77
H -1.04 3.44 0.43
H 2.28 4.61 -0.61
H 2.68 3.21 -1.61
H 1.49 4.40 -2.19
H 1.62 1.06 -2.41
H 2.70 1.20 -1.02
H 2.50 -2.04 -0.52
H 3.18 -0.50 0.03
H 0.48 -1.57 3.56
H 1.30 -3.15 3.67
H 2.06 -1.70 4.36
H 4.00 -2.17 1.25
H 4.13 -1.76 2.98
H 3.56 -3.37 2.48
F -0.01 -2.41 -0.64
C -3.00 0.08 0.14
C -2.89 -0.84 -1.10
C -2.80 -2.28 -0.55
C -4.13 -0.61 -2.00
C -1.59 -0.46 -2.06
H -3.84 -0.24 0.75
H -3.07 1.13 -0.12
H -2.15 -0.01 0.90
H -3.77 -2.59 -0.16
H -2.14 -2.39 0.34
H -2.45 -2.98 -1.30
H -5.01 -0.78 -1.37
H -4.13 -1.33 -2.82
H -4.16 0.40 -2.40
H -1.74 -0.30 -3.12

Löwdin population analysis, charges in e, atoms 1 to 6: number 1, W, carries 1.85; number 2, C, carries 0.06; number 3, N, carries -0.07; number 4, C, carries 0.05; number 5, C, carries -0.33; number 6, O, carries -0.13